{
  "formula": "ClH2NO3P",
  "method": "the ωB97M-V functional and the def2-TZVPD basis",
  "homo_energy_ev": -5.3,
  "smiles": "N[P@](=O)([O-])OCl",
  "charge": -1,
  "spin_multiplicity": 1,
  "orbital_gap_ha": 0.3290,
  "symbols": ["N", "P", "O", "O", "O", "Cl", "H", "H"],
  "positions_angstrom": [[0.149679, 0.330354, 0.345298], [1.696627, -0.476245, 0.432959], [2.439194, -0.146396, -0.854677], [1.665129, -1.823261, 1.064923], [2.051032, 0.759259, 1.620221], [3.442482, 0.712653, 2.446304], [-0.411913, -0.032457, 1.159322], [0.440837, 1.301042, 0.686936]],
  "forces_ev_per_angstrom": [[-0.09, 0.39, 1.66], [0.10, 1.18, -1.97], [-0.75, -0.61, 2.16], [-0.07, 0.70, -0.12], [-0.49, -0.36, -0.43], [1.55, -0.14, 0.76], [0.65, 0.36, -1.09], [-0.90, -1.52, -0.98]],
  "nbo_charge": [-1.18, 2.40, -1.14, -1.14, -0.86, 0.19, 0.36, 0.38]
}



{
  "formula": "ClH2NO3S",
  "method": "the ωB97M-V functional and the def2-TZVPD basis",
  "homo_energy_ev": -9.1,
  "charge": 0,
  "spin_multiplicity": 1,
  "orbital_gap_ha": 0.3242,
  "symbols": ["N", "O", "O", "O", "S", "Cl", "H", "H"],
  "positions_angstrom": [[-1.815426, 0.490914, -1.310202], [0.194635, 0.688855, 1.372789], [2.351599, -0.316809, 0.969273], [-2.189300, 1.271165, -0.517673], [1.135118, 0.489953, 0.302149], [0.520485, -1.189113, -0.908635], [-2.336671, -0.326489, -1.367969], [2.139561, -1.108475, 1.460268]],
  "forces_ev_per_angstrom": [[3.40, 2.26, -2.12], [-0.32, 0.04, -0.65], [0.88, 1.09, -0.84], [-1.24, 0.83, 1.58], [0.23, -1.07, 0.94], [0.03, 0.19, 0.33], [-2.40, -2.83, 0.47], [-0.58, -0.50, 0.28]],
  "nbo_charge": [-0.03, -0.87, -0.89, -0.24, 1.59, -0.33, 0.26, 0.51]
}



{
  "formula": "ClH2NOS",
  "method": "the ωB97M-V functional and the def2-TZVPD basis",
  "homo_energy_ev": [-9.2, -9.2],
  "charge": 0,
  "spin_multiplicity": 1,
  "orbital_gap_ha": [0.2714, 0.2713],
  "symbols": ["N", "O", "S", "Cl", "H", "H"],
  "positions_angstrom": [[1.261712, -0.835718, -0.256507], [-0.319562, 1.352908, 0.449738], [-0.568068, 0.267667, -0.694056], [-2.242262, -0.742026, 0.498450], [1.554891, -1.177602, -1.161038], [0.313288, 1.134772, 1.163412]],
  "forces_ev_per_angstrom": [[-3.46, 2.44, 0.40], [-0.20, 0.48, -0.62], [2.35, -2.72, 3.33], [1.56, 0.67, -1.45], [-0.28, -0.20, -1.01], [0.02, -0.67, -0.64]],
  "nbo_charge": [-0.76, -0.84, 1.03, -0.25, 0.29, 0.53]
}



{
  "formula": "ClH2NOS2",
  "method": "the ωB97M-V functional and the def2-TZVPD basis",
  "homo_energy_ev": [-10.0, -9.8],
  "charge": 0,
  "spin_multiplicity": 1,
  "orbital_gap_ha": [0.2569, 0.2554],
  "symbols": ["N", "O", "S", "S", "Cl", "H", "H"],
  "positions_angstrom": [[-0.902801, 0.807263, 0.698758], [-0.773402, -1.571146, -0.407611], [2.569430, -1.660068, 0.152249], [0.105532, -0.597285, 0.133873], [-1.593821, 1.627124, -0.783875], [-0.260765, 1.484870, 1.167820], [0.855827, -0.090757, -0.961213]],
  "forces_ev_per_angstrom": [[0.79, -0.12, -1.71], [-1.58, -1.28, -0.70], [-0.13, 0.07, 0.27], [1.72, 1.86, 0.64], [0.67, -0.53, 1.49], [-0.50, -0.39, -0.66], [-0.97, 0.39, 0.67]],
  "nbo_charge": [-0.75, -0.91, -0.12, 1.28, 0.07, 0.39, 0.04]
}



Calculated max |F| in order - 2.37; 4.60; 4.90; 2.61 eV/A
Calculated DFT total energy in order - -1083.34030; -1139.93095; -989.40134; -1387.54850 Eh
Calculated energy relative to the best compared isomer or geometry (same formula, charge and spin) in order - 0.0; 41.0; 383.8; 450.1 kJ/mol